Formula: C21H22N7O7RhS2
Source: OMol25
Level of theory: ωB97M-V with the def2-TZVPD basis set

The calculation puts the energy at -2630.31402 Ha. The expectation value of S² is 6.047. The frontier orbital gap (spin up / spin down) is 0.206 / 0.203 Ha. As for the spin multiplicity: 5. The highest occupied orbital energy (spin up / spin down) is -0.2677 / -0.3404 hartree.

CARTESIAN COORDINATES (ANGSTROEM)
Rh: -0.859 0.268 -0.321
S: -4.312 0.591 2.933
S: -1.558 0.745 1.877
O: -4.052 -5.726 -0.620
O: 1.219 1.539 1.873
O: -0.369 -3.903 1.014
O: 1.112 -1.055 -1.824
O: -2.138 -5.668 0.424
O: -0.057 -1.696 0.794
O: 5.206 -0.124 -0.219
N: -2.096 -1.459 -0.815
N: -3.302 -1.558 -1.454
N: -2.699 1.165 -0.506
N: -3.700 1.050 0.377
N: 1.181 0.343 -0.052
N: -0.735 1.437 -2.151
N: 3.115 -0.708 -0.846
C: -3.295 0.284 4.394
C: 3.615 -0.078 2.418
C: -0.670 -2.769 0.577
C: -3.190 0.787 1.581
C: -0.902 2.822 -4.566
C: 1.809 0.866 1.006
C: 3.124 -1.557 2.462
C: -3.081 -5.053 -0.245
C: -1.900 -2.667 -0.281
C: 3.939 2.129 1.230
C: 3.969 -0.042 -0.024
C: -2.993 1.773 -1.664
C: -2.978 -3.583 -0.586
C: -3.831 -2.787 -1.318
C: 0.338 2.487 -4.011
C: -2.059 2.569 -3.833
C: -1.949 1.893 -2.600
C: 0.383 1.873 -2.768
C: 3.613 3.126 0.073
C: 1.763 -0.497 -0.931
C: 3.342 0.700 1.122
H: -4.766 -3.120 -1.720
H: 3.220 -1.884 3.502
H: 1.318 1.707 -2.231
H: -1.370 -5.019 0.666
H: -2.692 1.165 4.651
H: 3.534 2.557 2.161
H: -4.004 2.138 -1.825
H: 3.895 2.694 -0.882
H: -0.998 3.303 -5.545
H: 3.186 0.505 3.265
H: 1.266 2.676 -4.533
H: 2.537 3.371 0.073
H: 4.709 -0.076 2.587
H: -3.023 2.905 -4.162
H: 4.198 4.034 0.235
H: 3.501 -1.327 -1.577
H: 2.089 -1.705 2.124
H: -2.667 -0.589 4.187
H: 3.763 -2.202 1.856
H: -3.995 0.076 5.224
H: -3.738 -0.761 -1.909
H: 5.036 2.035 1.333

From a Mulliken analysis of the wavefunction, the atomic charges in e read: -0.2124, -0.0193, -0.1434, -0.6446, -0.7499, -0.8800, -0.6288, -0.5507, -0.1643, -0.6757, 0.5971, -0.2743, 1.0467, -1.2754, 1.4667, 0.2564, 0.1601, -0.7918, -1.4056, 1.0196, 0.6632, -0.1926, -0.9693, -1.0759, 0.3581, -0.4483, -1.4009, -0.2467, -1.0651, -0.2891, -0.2153, -1.0100, -1.0047, 1.1404, -0.0881, -1.1454, 0.0700, 2.6380, 0.5496, 0.4503, 0.3964, 0.4719, 0.3098, 0.4538, 0.3875, 0.2558, 0.4045, 0.4531, 0.4293, 0.2213, 0.4254, 0.4297, 0.4820, 0.3349, 0.1675, 0.2955, 0.2980, 0.3433, 0.1259, 0.4655